1.
The following is a DFT calculation (wB97M-V/def2-TZVPD) of a 2-piece molecular cluster, C7H18 overall.

As for the electronic energy: -277.44200 Eh. The value obtained for the LUMO energy (alpha / beta) is 3.8 / 3.8 eV. The calculation puts the energy above the lowest of the compared OMol25 structures with the same formula, charge and spin at 0.0 kcal/mol. The calculation puts the orbital gap (alpha / beta) at 2.414 / 11.343 eV. Its molar mass is 102.22 g mol⁻¹. The spin multiplicity is 2. As for the net charge: -1.

Cartesian coordinates (Å):
C 1.8442 -1.3664 2.7028
C -1.8384 -0.3080 -1.4253
C 1.3663 -1.1398 1.2620
C -1.1967 0.9511 -0.8676
C -0.4650 1.7725 -1.9194
C 2.4061 -1.6083 0.2519
C -2.2513 1.8291 -0.1302
H 0.4311 -1.6557 1.0507
H -2.7416 -0.0854 -1.9895
H 2.4432 -2.7055 0.2157
H 0.2140 2.5223 -1.5135
H 2.1945 -2.3924 2.8071
H -1.1354 -0.8447 -2.0681
H -2.1357 -0.9725 -0.6145
H 0.1407 1.1320 -2.5727
H -1.1875 2.2485 -2.5994
H 2.2281 -1.2346 -0.7559
H 2.7207 -0.7364 2.8507
H -2.5288 2.6769 -0.7513
H -1.9168 2.2153 0.8345
H 3.4172 -1.2776 0.5245
H -3.1602 1.2623 0.0758
H 1.1932 -0.0782 1.1197
H -0.4744 0.7035 -0.0877
H 1.1032 -1.0617 3.4428

Atoms 1-3, force components in eV/Å:
0.182 0.315 -0.767
0.291 -0.025 0.058
0.291 -0.029 0.105

***

2.
The following is a DFT calculation (wB97M-V/def2-TZVPD) of a 2-piece molecular cluster, C7H18BrClNO8P3 overall.

Its structure (SMILES) is CCN[C@](OC=O)(P(O)Cl)P(O)Br.COP(=O)(OC)OC. As for the electronic energy: -4992.61829 Eh. The value obtained for the LUMO energy is 0.5 eV. The calculation puts the orbital gap at 8.969 eV. Its molar mass is 452.50 g mol⁻¹.

Cartesian coordinates (Å):
Br -5.3849 0.3754 -2.3147
Cl -2.2205 1.7841 -2.5602
P -3.7775 -0.9721 -3.1225
P -1.4765 0.3284 -1.3195
P 2.7264 1.7018 0.9943
O 2.3170 0.5465 0.0104
O 2.3761 0.9978 2.3616
O -1.8472 0.8772 0.1744
O 4.3185 1.7177 0.9176
O -1.9156 -2.2996 -1.6750
O -0.7502 -1.9424 -3.5772
O 2.1115 3.0113 0.7656
O -4.4849 -2.4219 -2.9343
N -3.5782 -1.3165 -0.3769
C -3.3018 -2.4701 0.4946
C 2.6539 0.7141 -1.3731
C -0.7747 -2.2547 -2.4237
C -2.0036 -2.3991 1.3310
C 2.8095 1.6350 3.5682
C 5.0411 2.9569 0.9524
C -2.7023 -1.1244 -1.5140
H 2.1540 1.2945 4.3642
H -4.7478 -2.5496 -2.0034
H -1.9877 1.8375 0.1771
H -1.3710 -3.2793 1.1800
H 2.6945 1.7692 -1.6460
H -2.2402 -2.3640 2.4009
H 0.1021 -2.5895 -1.8566
H 3.8357 1.3418 3.7904
H -3.3354 -3.3906 -0.0918
H -1.4316 -1.4955 1.1074
H -4.1558 -2.5196 1.1804
H 3.6165 0.2449 -1.5718
H 1.8792 0.2308 -1.9627
H 5.3962 3.1441 1.9655
H 5.8938 2.8557 0.2853
H 2.7393 2.7209 3.4877
H -3.5891 -0.4778 0.1911
H 4.4113 3.7810 0.6235

Atoms 1-3, force components in eV/Å:
-0.088 0.101 0.038
-0.136 0.072 0.069
0.165 -0.405 -0.023

***

3.
The following is a DFT calculation (wB97M-V/def2-TZVPD) of C7H18F2O3Zn as an isolated structure.

As for the electronic energy: -2482.32795 Eh. The value obtained for the LUMO energy is 5.6 eV. The calculation puts the energy above the lowest of the compared OMol25 structures with the same formula, charge and spin at 0.0 kcal/mol. The calculation puts the orbital gap at 6.680 eV. Its molar mass is 253.60 g mol⁻¹. As for the net charge: -2.

Cartesian coordinates (Å):
Zn -4.6971 -1.6804 10.3384
F -5.8355 -2.1101 11.8578
F -2.7988 -1.5871 10.9333
O -2.2844 -4.1971 10.8380
O -5.3106 0.2311 10.0712
O -4.6119 -3.1476 8.9641
C -2.1632 -5.9698 12.4466
C -6.7666 -3.1226 7.8120
C -2.1541 -4.4575 12.2301
C -5.2387 -3.1668 7.7416
C -3.9878 1.2251 8.2274
C -0.9584 -3.7408 12.8831
C -5.3462 0.9995 8.9476
H -0.3410 -3.2593 12.1273
H -3.6584 0.2336 7.9051
H -0.3085 -4.4240 13.4418
H -4.9588 -4.0733 7.1694
H -3.2276 1.6384 8.8971
H -4.0929 1.8964 7.3677
H -3.0138 -6.3606 11.8907
H -7.1237 -2.3000 8.4333
H -7.2441 -3.0901 6.8242
H -4.8566 -2.3177 7.1383
H -3.1097 -4.0843 12.6254
H -1.2163 -6.4377 12.1719
H -2.3543 -6.1151 13.5151
H -1.3763 -3.0034 13.5677
H -5.9743 0.5251 8.1592
H -7.1035 -4.0544 8.2831
H -5.7807 1.9912 9.1930
H -2.4124 -3.2217 10.7406

Atoms 1-3, force components in eV/Å:
-0.250 0.186 0.116
0.166 -0.162 -0.125
0.038 -0.327 -0.067

***

4.
The following is a DFT calculation (wB97M-V/def2-TZVPD) of C7H18F9FeN9O27S7 as an isolated structure.

As for the electronic energy: -7750.86153 Eh. The value obtained for the LUMO energy (alpha / beta) is 2.8 / 1.7 eV. The calculation puts the orbital gap (alpha / beta) at 4.562 / 6.892 eV. Its molar mass is 1111.55 g mol⁻¹. The spin multiplicity is 7. As for the net charge: -2.

Cartesian coordinates (Å):
Fe 0.1453 1.9305 1.7149
S -1.7033 4.3159 0.3191
S -1.1663 4.8223 2.4998
S -1.1020 0.4976 4.5895
S 0.3165 -0.6917 -0.3424
S 2.5837 0.3699 3.2028
S -1.7942 -0.1050 0.1570
S 3.1819 2.5347 2.8540
F -2.4343 2.7352 5.2811
F 2.5348 3.8430 2.2620
F -2.6242 0.9718 1.0959
F 1.7100 0.1548 -0.4161
F -3.7604 1.0674 4.5569
F -1.5677 3.0170 -0.5993
F 1.3657 -0.5879 2.7341
F -2.8966 0.9719 6.5438
F -0.5129 4.0761 3.7139
O -0.8390 5.3137 -0.3464
O -0.6480 -5.9664 2.2556
O -0.1246 5.8088 2.2505
O 2.0539 -2.6719 -4.7931
O 1.1704 -4.7851 2.0003
O 0.7996 -1.8155 0.4298
O 4.3615 2.4690 1.9951
O 3.2998 2.9243 4.2384
O 2.4779 0.2938 4.6636
O -0.0256 0.5878 5.6450
O -3.1292 4.5774 0.3764
O 4.5034 -0.7102 -4.5540
O 0.1379 -0.7656 -1.7802
O 1.1138 2.9892 -2.0941
O -2.5902 0.3473 -5.0941
O 1.5972 -3.0404 -2.7418
O -2.4860 5.2494 2.9802
O -1.4719 -0.9014 4.2232
O -4.0231 -6.5210 2.1289
O 3.6526 -0.3112 2.5319
O 1.3084 2.7106 0.0590
O -0.6666 -0.4675 -4.7261
O -2.3215 0.1525 -1.1787
O -3.3292 -4.7781 3.2526
O 4.1136 1.4582 -4.5378
O -2.1462 -1.3149 0.8731
O -0.7038 1.2797 3.3742
N -0.4383 0.5884 0.5749
N 3.7859 0.2825 -4.2922
N 0.1887 -5.4447 1.5556
N -3.5602 -5.3961 2.2062
N 1.4362 -3.1933 -3.9293
N -0.8944 3.5081 1.6357
N 1.5051 3.3506 -1.0196
N -1.3841 0.4709 -4.9024
N 1.8261 1.7686 2.4998
C 2.1185 4.6962 -1.0204
C -3.5736 -4.5465 0.9623
C 2.5212 0.1418 -3.5906
C -0.0038 -5.5395 0.0703
C -2.7109 1.3848 5.2812
C -0.9219 1.7902 -4.4950
C 0.4465 -4.2457 -4.3621
H -3.0555 -5.0976 0.1774
H 2.3720 4.9250 -2.0555
H -0.4724 -3.7043 -4.5869
H 2.2937 0.9644 -2.9126
H 3.0822 4.6627 -0.5122
H 0.3448 -5.0045 -3.5863
H -1.6877 2.4823 -4.1447
H -4.6128 -4.3916 0.6722
H -3.0634 -3.5885 1.0620
H -0.3570 2.1441 -5.3574
H 2.7495 -0.7240 -2.9692
H -0.9156 -6.1035 -0.1264
H 1.7080 -0.1148 -4.2696
H 0.8501 -4.6257 -5.3006
H 1.4448 5.4535 -0.6195
H -0.2793 1.5327 -3.6531
H -0.0539 -4.5228 -0.3195
H 0.9508 -5.9396 -0.2712

Atoms 1-3, force components in eV/Å:
-1.301 -1.805 0.536
0.153 -1.648 -5.741
2.964 2.427 7.228

***

5.
The following is a DFT calculation (wB97M-V/def2-TZVPD) of an isolated ion of composition C7H18FINP2 and charge +1.

As for the electronic energy: -1412.23625 Eh. The value obtained for the LUMO energy is -3.6 eV. The calculation puts the orbital gap at 9.201 eV. Its molar mass is 324.08 g mol⁻¹. As for the net charge: +1.

Cartesian coordinates (Å):
I -0.6980 2.8757 -0.0980
P 0.5134 -0.2316 -0.3706
P 2.0902 -1.4317 0.6866
F 1.7220 -0.8292 -2.5318
N 3.0085 -2.2246 -0.2817
C -0.7563 0.6299 1.9757
C 0.1558 0.9006 -2.9439
C -0.8348 -1.3805 -0.7666
C -2.2643 -0.8150 -0.7006
C 1.2062 0.3312 -1.9978
C 0.1088 1.1099 0.7926
C -0.6701 1.5936 3.1657
H -2.3144 0.2451 -0.9211
H 1.0741 1.4168 1.1970
H 2.9218 -3.2236 -0.1374
H 1.3190 -2.1280 1.6368
H -0.8618 0.7380 -2.6034
H -1.4136 2.3757 3.0670
H 2.0309 1.0188 -1.8246
H -2.6995 -1.0067 0.2747
H 0.3076 0.4460 -3.9161
H 0.3092 2.0616 3.2331
H -0.4133 -0.3615 2.2738
H -0.6079 -1.7158 -1.7788
H -0.8407 1.0519 4.0897
H 0.2847 1.9742 -3.0345
H -0.7160 -2.2531 -0.1278
H -2.8735 -1.3534 -1.4208
H 2.6962 -0.3973 1.4245
H -1.7841 0.5828 1.6381

Atoms 1-3, force components in eV/Å:
0.005 0.016 -0.002
-0.240 0.031 0.167
0.735 -0.474 -0.461

***

6.
The following is a DFT calculation (wB97M-V/def2-TZVPD) of a 2-piece molecular cluster, C7H18N2 overall.

Its structure (SMILES) is CC(C)(C)N.C/C=C\N. As for the electronic energy: -386.98444 Eh. The value obtained for the LUMO energy is 0.9 eV. The calculation puts the energy above the lowest of the compared OMol25 structures with the same formula, charge and spin at 28.3 kcal/mol. The calculation puts the orbital gap at 9.229 eV. Its molar mass is 130.24 g mol⁻¹.

Cartesian coordinates (Å):
N -0.7475 -1.1264 -1.3946
N -2.1667 1.2022 0.3779
C 1.0478 -2.7697 -1.3580
C -0.4115 2.4538 1.5030
C 0.7000 -1.3080 -1.0810
C -0.5620 1.8535 2.8681
C 1.3290 -0.3813 -2.1233
C 1.0739 -0.9142 0.3499
C -1.1679 2.1741 0.4434
H 0.7951 0.1195 0.5479
H 0.4301 -0.5441 -2.8862
H 2.1169 -2.9295 -1.2332
H 0.5814 -1.5670 1.0713
H -2.9228 1.4256 -0.2529
H 1.2645 0.6639 -1.8231
H -0.2556 2.5673 3.6314
H -1.5925 1.5576 3.0692
H 0.5016 -3.4275 -0.6817
H -1.3094 -1.7663 -0.8389
H 0.4489 3.0902 1.3559
H 0.7771 -3.0338 -2.3785
H -2.5149 0.9065 1.2792
H 0.0645 0.9654 2.9804
H 2.1508 -0.9927 0.4844
H 2.3725 -0.6331 -2.2981
H -1.0629 -0.2053 -1.0956
H -0.9404 2.6193 -0.5169

Atoms 1-3, force components in eV/Å:
-0.251 -0.552 0.903
-0.297 0.120 0.153
-0.055 0.392 -0.081

***

7.
The following is a DFT calculation (wB97M-V/def2-TZVPD) of an isolated ion of composition C7H18N4 and charge +2.

As for the electronic energy: -495.64159 Eh. The value obtained for the LUMO energy (alpha / beta) is -8.0 / -12.0 eV. The calculation puts the energy above the lowest of the compared OMol25 structures with the same formula, charge and spin at 13.1 kcal/mol. The calculation puts the orbital gap (alpha / beta) at 9.044 / 6.563 eV. Its molar mass is 158.25 g mol⁻¹. The spin multiplicity is 3. As for the net charge: +2.

Cartesian coordinates (Å):
N -1.7031 -0.4196 0.0330
N -0.3983 0.0409 0.1752
N 1.8169 -0.5611 0.4057
N -0.0856 1.2885 0.2133
C 4.0743 -0.8310 -0.6742
C -2.1714 -1.7452 0.1186
C -3.6593 -1.7839 -0.2978
C 3.1137 -1.2295 0.4570
C -1.0263 2.3503 0.3551
C 0.5855 -0.9316 0.4657
C -0.3738 3.6729 -0.0937
H -3.7055 -1.3351 -1.2413
H 0.4364 3.5113 -0.6830
H -1.2620 2.4860 1.3721
H 4.3503 0.2479 -0.5520
H -2.0397 -2.1799 1.1177
H 0.3596 -1.8835 0.7793
H -4.1473 -1.1991 0.3346
H 4.9637 -1.6082 -0.5604
H -1.6502 -2.3915 -0.4512
H -1.0114 4.2494 -0.6383
H 2.0477 0.4729 0.1892
H -3.9650 -2.7168 -0.1500
H 3.6827 -0.9068 -1.6098
H -0.0137 4.2718 0.8199
H -1.8887 2.3713 -0.3044
H 3.7114 -1.1986 1.4918
H 3.1295 -2.3615 0.5413
H -2.2671 0.2379 -0.4463

Atoms 1-3, force components in eV/Å:
1.846 0.344 0.388
-1.250 -4.835 0.983
1.387 2.592 -0.324

***

8.
The following is a DFT calculation (wB97M-V/def2-TZVPD) of one molecule with the formula C7H18NO3PSi.

Its structure (SMILES) is C[Si](C)(C)[C@H]1C[C@@H](N)CO[P@@]1(=O)O. As for the electronic energy: -1188.86357 Eh. The value obtained for the LUMO energy is 0.7 eV. The calculation puts the energy above the lowest of the compared OMol25 structures with the same formula, charge and spin at 0.0 kcal/mol. The calculation puts the orbital gap at 10.027 eV. Its molar mass is 223.29 g mol⁻¹.

Cartesian coordinates (Å):
P -1.0684 -2.0314 0.0958
Si 1.6787 -0.7315 -0.2072
O -2.5684 -1.4329 0.0632
O -0.9250 -2.3573 -1.3614
O -0.8058 -3.0500 1.0457
N -3.3345 1.6410 -0.2531
C -2.4983 0.8833 0.6936
C 2.1984 -2.5115 0.1891
C -0.1953 -0.5262 0.4247
C 2.3709 -0.3383 -1.9560
C -1.0527 0.7391 -0.0340
C 2.5599 0.7167 0.8251
C -3.0302 -0.4618 0.9261
H 1.2458 -2.9242 0.5222
H 2.5460 0.8479 1.9239
H -2.2991 1.3304 1.7076
H 2.1657 1.7176 0.4892
H -4.2099 1.1818 -0.2625
H 2.7614 -1.3524 -2.3057
H 2.7656 -2.8155 0.9967
H 2.6410 -3.0133 -0.6286
H 1.7570 0.1483 -2.8179
H -1.5041 0.4936 -1.0321
H -0.1124 -0.4617 1.4950
H -4.1185 -0.5054 0.8679
H -0.4907 1.6309 0.0246
H -1.5485 -2.5528 -1.8605
H 3.3198 0.1666 -1.8705
H 3.6101 0.7023 0.5281
H -2.7815 -0.8002 2.0269
H -3.2694 2.5846 -0.1372

Atoms 1-3, force components in eV/Å:
-2.038 4.549 2.008
0.945 1.939 1.613
-0.264 -1.508 -1.461